(1)
Below is the molecule C6H12 in a non-equilibrium geometry, with properties calculated with ωB97M-V/def2-TZVPD.

Geometry as XYZ:
```
18
Properties=species:S:1:pos:R:3:nbo_charge:R:1
C -0.844 -1.758 -0.568 -0.621
C -1.200 -0.249 -0.247 -0.370
C -0.051 0.720 0.218 -0.103
C 0.350 0.619 1.701 -0.615
C 0.905 1.641 -0.536 -0.397
C 0.919 0.223 -0.870 -0.391
H -0.363 -1.954 -1.541 0.202
H -1.780 -2.333 -0.585 0.211
H -0.203 -2.233 0.188 0.204
H -1.736 0.136 -1.119 0.210
H -1.861 -0.310 0.606 0.198
H 0.472 1.587 2.220 0.214
H 1.315 0.107 1.789 0.200
H -0.388 0.059 2.286 0.210
H 0.638 2.387 -1.274 0.216
H 1.784 1.890 0.058 0.220
H 1.609 -0.517 -0.508 0.209
H 0.435 -0.015 -1.820 0.204
```

Its energy above the lowest of the compared OMol25 structures with the same formula, charge and spin is 67.21 kcal/mol. For the HOMO-LUMO gap, the calculation gives 0.355 Ha. Its LUMO energy is 1.172 eV. The value obtained for the HOMO energy is -8.49 eV. Its spin multiplicity is 1. As for the SMILES: CCC1(C)CC1. The calculated total energy is -6414.0264 eV.

---

(2)
Below is the molecule C6H12 in a non-equilibrium geometry, with properties calculated with ωB97M-V/def2-TZVPD.

Geometry as XYZ:
```
18
Properties=species:S:1:pos:R:3:nbo_charge:R:1
C 1.541 0.966 -0.354 -0.619
C 1.452 -0.376 0.385 -0.417
C 0.150 -0.960 -0.139 -0.235
C -0.999 -1.577 0.544 -0.421
C -1.072 -0.117 -0.214 -0.221
C -1.352 1.024 0.784 -0.639
H 2.209 0.945 -1.218 0.209
H 0.514 1.108 -0.748 0.217
H 1.763 1.825 0.283 0.210
H 1.451 -0.268 1.477 0.205
H 2.254 -1.081 0.135 0.213
H 0.300 -1.462 -1.095 0.210
H -1.221 -1.391 1.592 0.204
H -1.239 -2.617 0.262 0.219
H -1.549 0.056 -1.185 0.218
H -2.280 0.761 1.294 0.216
H -1.506 2.023 0.344 0.219
H -0.571 1.149 1.546 0.210
```

Its energy above the lowest of the compared OMol25 structures with the same formula, charge and spin is 49.24 kcal/mol. For the HOMO-LUMO gap, the calculation gives 0.391 Ha. Its LUMO energy is 1.223 eV. The value obtained for the HOMO energy is -9.41 eV. Its spin multiplicity is 1. As for the SMILES: CC[C@H]1C[C@H]1C. The calculated total energy is -6414.8056 eV.

---

(3)
Below is the molecule C6H12 in a non-equilibrium geometry, with properties calculated with ωB97M-V/def2-TZVPD.

Geometry as XYZ:
```
18
Properties=species:S:1:pos:R:3:nbo_charge:R:1
C -2.646 0.413 -0.071 -0.597
C -1.147 0.693 0.113 -0.396
C -0.331 -0.530 0.511 -0.436
C 1.098 -0.419 -0.002 0.050
C 1.468 -1.216 -0.998 -0.423
C 1.927 0.781 0.364 -0.654
H -3.161 1.335 -0.349 0.208
H -3.111 0.153 0.888 0.199
H -2.826 -0.399 -0.776 0.202
H -0.785 1.071 -0.846 0.201
H -1.092 1.499 0.843 0.199
H -0.278 -0.668 1.592 0.207
H -0.733 -1.435 0.062 0.207
H 2.406 -1.106 -1.538 0.187
H 0.793 -1.886 -1.520 0.191
H 2.622 1.006 -0.438 0.220
H 1.318 1.637 0.646 0.218
H 2.511 0.561 1.263 0.218
```

Its energy above the lowest of the compared OMol25 structures with the same formula, charge and spin is 24.34 kcal/mol. For the HOMO-LUMO gap, the calculation gives 0.379 Ha. Its LUMO energy is 1.137 eV. The value obtained for the HOMO energy is -9.19 eV. Its spin multiplicity is 1. As for the SMILES: C=C(C)CCC. The calculated total energy is -6415.8854 eV.

---

(4)
Below is the molecule C6H12 in a non-equilibrium geometry, with properties calculated with ωB97M-V/def2-TZVPD.

Geometry as XYZ:
```
18
Properties=species:S:1:pos:R:3:nbo_charge:R:1
C -2.314 -0.342 -0.259 -0.605
C -1.215 0.317 0.573 -0.395
C 0.093 0.447 -0.174 -0.188
C 1.318 0.981 0.578 -0.411
C 2.095 -0.201 -0.147 -0.387
C 0.822 -0.934 -0.545 -0.420
H -2.519 0.235 -1.168 0.201
H -2.028 -1.354 -0.569 0.203
H -3.250 -0.419 0.303 0.209
H -1.540 1.310 0.905 0.200
H -1.038 -0.267 1.488 0.192
H -0.035 0.999 -1.111 0.198
H 1.669 1.999 0.390 0.206
H 1.267 0.812 1.660 0.195
H 2.768 -0.734 0.502 0.200
H 2.637 0.190 -1.000 0.201
H 0.545 -1.737 0.148 0.195
H 0.726 -1.303 -1.572 0.206
```

Its energy above the lowest of the compared OMol25 structures with the same formula, charge and spin is 25.18 kcal/mol. For the HOMO-LUMO gap, the calculation gives 0.407 Ha. Its LUMO energy is 1.294 eV. The value obtained for the HOMO energy is -9.77 eV. Its spin multiplicity is 1. As for the SMILES: CCC1CCC1. The calculated total energy is -6415.8488 eV.

---

(5)
Below is a cluster of 2 separate species, C6H12 in total in a non-equilibrium geometry, with properties calculated with ωB97M-V/def2-TZVPD.

Geometry as XYZ:
```
18
Properties=species:S:1:pos:R:3:nbo_charge:R:1
C -1.586 1.836 -0.524 -0.657
C -1.700 0.513 -1.203 -0.168
C -2.522 0.287 -2.241 -0.423
H -1.860 1.663 0.580 0.208
H -2.160 2.747 -0.772 0.219
H -0.622 2.168 -0.520 0.214
H -1.237 -0.386 -0.657 0.208
H -2.346 -0.664 -2.769 0.205
H -3.053 1.121 -2.649 0.194
C 2.509 -0.136 1.206 -0.659
C 1.345 -0.982 1.495 -0.176
C 1.424 -2.263 0.997 -0.424
H 3.305 -0.646 0.619 0.213
H 2.913 0.305 2.115 0.221
H 2.255 0.609 0.421 0.215
H 0.479 -0.670 2.043 0.205
H 0.654 -2.870 1.539 0.200
H 2.202 -2.630 0.319 0.206
```

Its energy above the lowest of the compared OMol25 structures with the same formula, charge and spin is 70.80 kcal/mol. For the HOMO-LUMO gap, the calculation gives 0.382 Ha. Its LUMO energy is 1.102 eV. The value obtained for the HOMO energy is -9.31 eV. Its spin multiplicity is 1. As for the SMILES: C=CC.C=CC. The calculated total energy is -6413.8707 eV.

---

(6)
Below is the molecule C6H12, with properties calculated with ωB97M-V/def2-TZVPD.

Geometry as XYZ:
```
18
Properties=species:S:1:pos:R:3:nbo_charge:R:1
C 1.599 0.794 0.531 -0.609
C 1.485 -0.516 -0.247 -0.394
C 0.078 -1.046 -0.493 -0.216
C -0.956 -1.240 0.584 -0.428
C -1.216 -0.264 -0.532 -0.222
C -1.400 1.214 -0.250 -0.610
H 1.305 1.642 -0.091 0.205
H 0.962 0.781 1.421 0.198
H 2.618 0.993 0.877 0.212
H 2.055 -1.298 0.274 0.201
H 1.976 -0.391 -1.222 0.202
H 0.091 -1.867 -1.210 0.211
H -0.769 -0.820 1.571 0.206
H -1.513 -2.173 0.605 0.213
H -1.914 -0.616 -1.291 0.207
H -2.449 1.405 -0.001 0.210
H -1.145 1.830 -1.121 0.207
H -0.807 1.570 0.593 0.210
```

Its energy above the lowest of the compared OMol25 structures with the same formula, charge and spin is 27.28 kcal/mol. For the HOMO-LUMO gap, the calculation gives 0.405 Ha. Its LUMO energy is 1.207 eV. The value obtained for the HOMO energy is -9.82 eV. Its spin multiplicity is 1. As for the SMILES: CC[C@H]1C[C@H]1C. The calculated total energy is -6415.7578 eV.

---

(7)
Below is the molecule C6H12, with properties calculated with ωB97M-V/def2-TZVPD.

Geometry as XYZ:
```
18
Properties=species:S:1:pos:R:3:nbo_charge:R:1
C -2.285 -0.360 -0.239 -0.605
C -1.198 0.301 0.594 -0.391
C 0.064 0.449 -0.211 -0.203
C 1.320 0.980 0.530 -0.407
C 2.084 -0.210 -0.073 -0.396
C 0.776 -0.874 -0.574 -0.414
H -2.497 0.242 -1.130 0.201
H -1.971 -1.354 -0.582 0.204
H -3.208 -0.470 0.333 0.209
H -1.523 1.276 0.973 0.202
H -0.960 -0.315 1.475 0.193
H -0.075 1.033 -1.127 0.199
H 1.678 1.993 0.268 0.203
H 1.248 0.970 1.629 0.198
H 2.637 -0.799 0.655 0.203
H 2.708 0.104 -0.911 0.203
H 0.462 -1.758 0.008 0.197
H 0.741 -1.198 -1.629 0.204
```

Its energy above the lowest of the compared OMol25 structures with the same formula, charge and spin is 23.73 kcal/mol. For the HOMO-LUMO gap, the calculation gives 0.416 Ha. Its LUMO energy is 1.292 eV. The value obtained for the HOMO energy is -10.01 eV. Its spin multiplicity is 1. As for the SMILES: CCC1CCC1. The calculated total energy is -6415.9118 eV.

---

(8)
Below is the molecule C6H12 in a non-equilibrium geometry, with properties calculated with ωB97M-V/def2-TZVPD.

Geometry as XYZ:
```
18
Properties=species:S:1:pos:R:3:nbo_charge:R:1
C 0.176 1.914 0.117 -0.624
C -0.728 0.679 -0.004 -0.180
C -0.107 -0.413 1.255 -0.448
C 0.985 -1.071 0.392 -0.427
C 0.000 -1.398 -0.729 -0.400
C -0.510 -0.102 -1.318 -0.428
H 1.230 1.639 -0.015 0.203
H 0.059 2.336 1.118 0.208
H -0.029 2.713 -0.611 0.216
H -1.779 0.989 0.099 0.211
H -0.522 -1.290 1.837 0.222
H 0.112 0.295 2.035 0.200
H 1.807 -0.385 0.171 0.197
H 1.418 -2.003 0.781 0.210
H 0.313 -2.169 -1.456 0.210
H -0.875 -1.483 0.040 0.228
H 0.208 0.396 -1.983 0.194
H -1.421 -0.297 -1.907 0.208
```

Its energy above the lowest of the compared OMol25 structures with the same formula, charge and spin is 56.06 kcal/mol. For the HOMO-LUMO gap, the calculation gives 0.424 Ha. Its LUMO energy is 1.226 eV. The value obtained for the HOMO energy is -10.32 eV. Its spin multiplicity is 1. As for the SMILES: CC1CCCC1. The calculated total energy is -6414.5097 eV.

---

(9)
Below is the molecule C6H12, with properties calculated with ωB97M-V/def2-TZVPD.

Geometry as XYZ:
```
18
Properties=species:S:1:pos:R:3:nbo_charge:R:1
C 1.743 1.140 0.151 -0.611
C 0.469 1.396 0.956 -0.390
C -0.495 0.202 1.020 -0.391
C -0.955 -0.302 -0.333 -0.230
C -1.355 -1.739 -0.521 -0.420
C -0.084 -1.228 -1.136 -0.427
H 1.514 0.860 -0.882 0.209
H 2.337 0.328 0.590 0.198
H 2.374 2.034 0.121 0.208
H 0.738 1.677 1.983 0.200
H -0.059 2.262 0.531 0.193
H -1.376 0.489 1.613 0.207
H -0.019 -0.626 1.566 0.194
H -1.531 0.422 -0.910 0.210
H -1.265 -2.406 0.334 0.210
H -2.191 -1.964 -1.178 0.214
H -0.042 -1.097 -2.215 0.215
H 0.856 -1.544 -0.690 0.212
```

Its energy above the lowest of the compared OMol25 structures with the same formula, charge and spin is 23.82 kcal/mol. For the HOMO-LUMO gap, the calculation gives 0.419 Ha. Its LUMO energy is 1.285 eV. The value obtained for the HOMO energy is -10.12 eV. Its spin multiplicity is 1. As for the SMILES: CCCC1CC1. The calculated total energy is -6415.9078 eV.

---

(10)
Below is the molecule C6H12, with properties calculated with ωB97M-V/def2-TZVPD.

Geometry as XYZ:
```
18
Properties=species:S:1:pos:R:3:nbo_charge:R:1
C -1.361 -1.016 0.521 -0.600
C -0.348 -0.006 -0.001 -0.044
C -1.050 1.181 -0.652 -0.600
C 0.739 0.420 1.028 -0.403
C 1.847 -0.029 0.049 -0.404
C 0.770 -0.612 -0.898 -0.403
H -1.988 -1.400 -0.293 0.207
H -0.859 -1.869 0.994 0.205
H -2.021 -0.558 1.268 0.207
H -1.667 0.852 -1.498 0.206
H -0.327 1.914 -1.031 0.205
H -1.704 1.690 0.066 0.206
H 0.739 1.484 1.291 0.202
H 0.712 -0.160 1.956 0.203
H 2.567 -0.745 0.457 0.204
H 2.405 0.799 -0.395 0.202
H 0.749 -1.707 -0.933 0.203
H 0.795 -0.238 -1.928 0.202
```

Its energy above the lowest of the compared OMol25 structures with the same formula, charge and spin is 18.94 kcal/mol. For the HOMO-LUMO gap, the calculation gives 0.418 Ha. Its LUMO energy is 1.015 eV. The value obtained for the HOMO energy is -10.36 eV. Its spin multiplicity is 1. As for the SMILES: CC1(C)CCC1. The calculated total energy is -6416.1193 eV.

---

(11)
Below is a cluster of 2 separate species, C6H12 in total, with properties calculated with ωB97M-V/def2-TZVPD.

Geometry as XYZ:
```
18
Properties=species:S:1:pos:R:3:nbo_charge:R:1
C -0.749 1.355 2.217 -0.856
C 0.729 -1.050 0.012 -0.176
C 1.997 -0.285 0.267 -0.640
C -0.121 -0.764 -0.957 -0.013
C -0.459 0.085 -2.105 -0.452
C -1.395 -1.029 -1.629 -0.439
H -1.572 1.231 2.924 0.212
H 0.197 1.124 2.717 0.209
H -0.726 2.389 1.860 0.211
H 0.496 -1.878 0.682 0.201
H 2.881 -0.848 -0.056 0.217
H 1.983 0.668 -0.271 0.216
H 2.120 -0.075 1.336 0.213
H -0.879 0.681 1.365 0.222
H -0.761 1.118 -1.942 0.219
H 0.071 -0.081 -3.041 0.220
H -1.499 -1.912 -2.255 0.219
H -2.312 -0.731 -1.122 0.218
```

Its energy above the lowest of the compared OMol25 structures with the same formula, charge and spin is 51.68 kcal/mol. For the HOMO-LUMO gap, the calculation gives 0.379 Ha. Its LUMO energy is 1.116 eV. The value obtained for the HOMO energy is -9.19 eV. Its spin multiplicity is 1. As for the SMILES: CC=C1CC1.C. The calculated total energy is -6414.6998 eV.

---

(12)
Below is a cluster of 2 separate species, C6H12 in total, with properties calculated with ωB97M-V/def2-TZVPD.

Geometry as XYZ:
```
18
Properties=species:S:1:pos:R:3:nbo_charge:R:1
C -0.593 -1.921 -0.226 -0.603
C 0.681 -1.113 -0.497 -0.453
C 1.329 -0.620 0.769 -0.165
C 1.887 0.578 0.927 -0.409
C -0.896 2.146 0.015 -0.387
C -1.763 1.395 -0.653 -0.397
H -1.213 -1.440 0.539 0.201
H -0.354 -2.928 0.133 0.206
H -1.200 -2.024 -1.132 0.212
H 0.459 -0.256 -1.143 0.217
H 1.392 -1.746 -1.046 0.212
H 1.320 -1.313 1.612 0.191
H 2.338 0.880 1.868 0.199
H 1.908 1.307 0.118 0.192
H -0.512 1.842 0.985 0.203
H -0.513 3.080 -0.389 0.192
H -2.131 0.455 -0.247 0.192
H -2.138 1.678 -1.633 0.194
```

Its energy above the lowest of the compared OMol25 structures with the same formula, charge and spin is 45.94 kcal/mol. For the HOMO-LUMO gap, the calculation gives 0.397 Ha. Its LUMO energy is 1.249 eV. The value obtained for the HOMO energy is -9.55 eV. Its spin multiplicity is 1. As for the SMILES: C=CCC.C=C. The calculated total energy is -6414.9487 eV.